Density functional theory data (ωB97M-V/def2-TZVPD) for 3 unconnected molecules or ions with the total composition C36H54N2O9P in a non-equilibrium geometry.

Each line ends with the Mulliken charge.
Positions of all 102 atoms, in Å:
C  1.53661  -4.59111  2.29898  -0.783
O  2.88622  -4.47884  1.91967  -0.373
C  3.48570  -3.27223  2.39249  -0.848
C  3.09572  -2.05310  1.54791  -0.139
C  4.26355  -1.38655  0.82850  -0.315
C  3.74082  -0.39003  -0.18077  0.308
C  4.75539  0.15838  -1.18918  -0.533
O  4.18823  1.29266  -1.76136  -0.601
P  2.70013  1.79367  -0.93164  1.176
C  3.59523  3.28947  -0.14952  -1.097
C  2.83402  4.00434  0.94113  -0.402
O  1.74447  4.78282  0.44292  -0.425
C  0.46829  4.30110  0.81144  -0.082
C  -0.06005  5.16766  1.94816  -0.607
O  -1.43523  4.93359  2.30941  -0.547
C  -1.89368  3.68059  1.96141  0.173
C  -1.54111  2.56136  2.70494  -0.668
C  -1.93221  1.28067  2.29563  -0.018
C  -2.68667  1.09475  1.13207  -1.101
C  -3.07316  -0.29863  0.62622  4.422
C  -4.54426  -0.51238  1.11621  -1.832
C  -2.23802  -1.38920  1.28476  -3.078
C  -3.08161  -0.40017  -0.90029  -2.936
C  -1.74003  -0.41471  -1.65610  3.459
C  -0.80631  0.74423  -1.30657  -2.362
C  -0.95161  -1.74901  -1.52643  -1.709
C  -2.08895  -0.25847  -3.15522  -2.254
C  -3.08593  2.23915  0.43207  -0.128
C  -2.69849  3.52167  0.83618  -1.086
O  3.18678  0.73209  0.39715  -0.569
H  1.00755  -5.13315  1.51759  0.284
H  1.42678  -5.16567  3.22101  0.241
H  1.04899  -3.62444  2.41438  0.336
H  4.55895  -3.43560  2.44031  0.400
H  3.14139  -3.11703  3.42003  0.435
H  2.35986  -2.38164  0.81911  0.275
H  2.64336  -1.30998  2.19852  0.341
H  4.82961  -2.15626  0.29456  -0.206
H  4.94913  -0.91611  1.53436  0.422
H  3.02347  -0.97271  -0.78245  -0.212
H  5.02771  -0.57297  -1.95974  0.179
H  5.69442  0.35794  -0.64001  0.366
H  2.34562  2.61318  -2.08535  0.049
H  1.45347  2.06731  -0.24594  -0.620
H  2.02713  0.69292  -1.62263  -0.207
H  3.81220  3.98279  -0.95777  0.408
H  4.55532  2.95034  0.24391  0.387
H  2.51795  3.30720  1.71953  0.310
H  3.52090  4.70825  1.42543  0.387
H  0.52740  3.24878  1.05934  0.332
H  -0.18382  4.42672  -0.05132  0.073
H  0.58582  5.09988  2.82453  0.240
H  0.00793  6.19769  1.60561  0.302
H  -0.92347  2.69147  3.58107  0.407
H  -1.60512  0.43059  2.87001  0.333
H  -5.24991  -0.15762  0.36896  0.167
H  -4.70996  -1.58401  1.23174  0.471
H  -4.71017  -0.02364  2.06937  0.413
H  -2.43494  -1.43039  2.35106  0.716
H  -2.56961  -2.35124  0.89366  0.490
H  -1.17438  -1.31400  1.07843  0.349
H  -3.69399  0.38269  -1.32838  0.306
H  -3.59881  -1.33013  -1.15423  0.526
H  -1.29309  1.69644  -1.50873  0.116
H  -0.54418  0.75321  -0.24995  0.155
H  0.12620  0.67631  -1.85871  1.085
H  -0.66430  -2.11457  -2.50703  0.483
H  -1.48107  -2.50554  -0.95802  0.274
H  -0.01909  -1.55818  -0.99609  0.157
H  -2.58170  -1.15614  -3.52325  0.513
H  -2.77438  0.58057  -3.27227  0.368
H  -1.19093  -0.04109  -3.72418  0.463
H  -3.68513  2.17115  -0.46124  1.017
H  -2.98333  4.38961  0.26089  0.622
C  -8.46428  4.86939  0.42878  -0.434
C  -7.12054  4.56930  0.24996  -0.507
C  -6.74871  3.36358  -0.32233  0.150
C  -7.73760  2.47764  -0.70826  -0.079
C  -9.08046  2.75381  -0.53248  -0.520
C  -9.44204  3.96179  0.04117  -0.418
N  -7.34378  1.20126  -1.32660  1.019
O  -6.15482  0.99144  -1.44915  -0.579
O  -8.22470  0.43652  -1.66445  -0.628
H  -8.75089  5.81361  0.87288  0.383
H  -6.35954  5.27352  0.55629  0.428
H  -5.70520  3.12053  -0.45903  0.364
H  -9.83292  2.04212  -0.83729  0.465
H  -10.48791  4.19572  0.18506  0.370
C  5.20063  -6.61992  -0.52343  -0.620
C  6.19866  -7.26362  -1.24389  -0.321
C  7.08037  -6.52755  -2.01716  -0.501
C  6.94606  -5.15167  -2.05225  0.029
C  5.95527  -4.49173  -1.34726  -0.496
C  5.07590  -5.23855  -0.57642  -0.228
N  7.89737  -4.36948  -2.85941  1.044
O  8.74414  -4.98333  -3.48316  -0.636
O  7.78540  -3.16323  -2.85339  -0.598
H  4.51528  -7.19561  0.08490  0.416
H  6.29207  -8.34042  -1.20148  0.359
H  7.85955  -7.01814  -2.58063  0.443
H  5.86708  -3.41565  -1.39389  0.616
H  4.29201  -4.74813  -0.01340  0.477

Forces on the atoms, in the same order (eV/Å):
-0.189 -0.261 -0.263
0.324 -0.009 -0.103
-0.566 0.101 0.357
0.623 -0.035 0.516
-0.118 -0.126 -0.129
0.619 -0.518 -0.644
0.373 -0.155 0.304
0.191 0.093 0.126
-0.382 0.746 -0.873
-0.134 -0.640 -0.052
0.815 0.328 0.002
-0.228 -0.226 0.236
0.222 0.498 -0.154
0.185 0.217 -0.106
-0.009 -0.132 -0.194
-0.143 -0.264 -0.020
-0.261 -0.322 -0.243
-0.092 0.691 -0.339
0.296 0.220 -0.226
-0.796 0.548 0.712
0.465 -0.422 -0.454
-0.170 -0.321 -0.325
0.648 -0.510 0.009
0.309 -0.150 -0.841
-0.457 -0.040 0.380
0.201 0.612 0.439
-0.280 0.173 0.621
0.202 0.586 0.609
-0.011 -0.648 0.243
-0.523 -0.247 0.200
-0.038 -0.048 -0.102
0.079 0.067 0.232
-0.001 0.158 0.023
0.152 -0.064 -0.225
0.142 -0.041 0.165
-0.181 0.056 -0.141
-0.288 0.157 -0.100
0.106 -0.052 -0.099
0.035 0.100 0.105
-0.425 0.176 0.034
-0.150 -0.171 -0.096
0.036 0.364 -0.027
-0.030 -0.076 0.168
0.164 0.152 -0.048
0.218 -0.195 0.405
0.006 0.183 -0.120
0.030 -0.014 0.144
-0.284 -0.140 -0.008
-0.076 0.140 0.130
-0.169 -0.150 0.043
-0.138 -0.167 -0.142
-0.010 -0.269 0.182
-0.139 0.164 0.023
0.082 -0.002 0.097
0.084 -0.075 0.087
-0.072 0.218 0.108
-0.172 -0.089 0.043
-0.098 0.059 0.162
0.159 0.101 0.246
-0.010 -0.097 -0.055
0.139 0.179 0.174
-0.171 0.222 0.070
-0.103 -0.120 -0.016
0.051 0.178 -0.118
0.105 -0.051 0.070
0.015 0.032 -0.137
-0.081 -0.233 -0.111
-0.169 -0.252 -0.242
0.123 -0.078 0.104
-0.022 -0.091 -0.199
-0.051 0.116 -0.180
0.136 -0.163 -0.184
-0.037 -0.196 -0.140
0.007 0.126 -0.068
0.004 -0.025 -0.010
-0.109 0.018 0.006
0.173 0.064 0.025
-0.040 0.144 0.051
-0.204 -0.004 -0.005
0.094 0.053 0.020
0.040 0.044 0.106
-0.049 -0.057 -0.180
-0.003 -0.003 -0.018
0.000 0.001 0.009
0.028 -0.017 0.008
-0.051 -0.077 -0.015
0.080 -0.072 -0.042
-0.013 -0.012 -0.004
0.012 -0.009 -0.004
-0.071 0.062 0.050
0.067 -0.192 -0.028
-0.099 -0.063 0.097
-0.074 0.093 0.054
-0.008 0.004 -0.011
0.021 0.029 -0.033
0.012 -0.007 -0.012
0.001 0.002 -0.001
-0.015 0.015 0.008
0.011 -0.008 -0.013
0.041 0.105 -0.034
0.079 0.007 -0.072
0.003 0.003 0.005

Properties
DFT total energy (eV): -68897.7955
Gap between HOMO and LUMO (Ha): 0.18295
Net charge: -1
HOMO level (eV): -4.1
LUMO level (eV): 0.860



Density functional theory data (ωB97M-V/def2-TZVPD) for a molecular structure, C47H61NO4S4W in a non-equilibrium geometry.

Each line ends with the Mulliken charge.
Positions of all 118 atoms, in Å:
W  -0.56246  0.39408  0.36362  0.889
C  0.39424  2.53925  -3.24060  -0.879
O  0.40674  1.52099  -2.23923  -0.426
C  -0.57253  1.71103  -1.27598  0.213
C  -0.34701  2.59735  -0.12879  0.579
C  1.10536  3.04141  0.13858  -0.940
C  1.75408  2.50829  1.39937  -0.311
C  2.13521  3.26710  2.49121  -0.596
C  2.62875  2.65489  3.64906  0.548
C  2.75772  1.26994  3.66623  -0.386
C  2.38726  0.46349  2.59506  -0.161
C  2.46673  -1.04482  2.72126  -1.162
C  2.21436  -1.93257  1.51526  -0.469
C  3.30826  -2.41914  0.81158  0.062
C  3.18267  -3.27428  -0.28261  -0.501
C  1.90449  -3.67422  -0.64277  -0.077
C  0.76945  -3.22590  0.02923  -0.153
C  -0.58322  -3.79664  -0.35734  -1.547
C  -1.61439  -3.00297  -1.14707  0.435
C  -2.81312  -3.63726  -1.45879  -0.902
C  -3.85608  -3.00830  -2.13530  0.140
C  -3.65056  -1.69227  -2.54667  -0.353
C  -2.46618  -1.02301  -2.26928  0.224
C  -2.23789  0.41332  -2.69562  -1.525
C  -1.96442  1.44444  -1.60225  0.817
C  -2.95168  2.12685  -0.93825  -0.198
C  -2.69992  3.28311  -0.12473  0.470
C  -1.40813  3.51716  0.21544  -0.664
C  -3.81223  4.25276  0.27423  1.870
C  -5.19867  3.69267  -0.04385  -1.955
C  -3.74423  4.55251  1.77551  -1.384
C  -3.61782  5.55797  -0.50908  -1.795
C  -1.46394  -1.67652  -1.54139  0.260
O  -0.41589  -0.95391  -1.11702  -1.027
C  -5.15938  -3.76238  -2.38820  2.073
C  -5.73011  -4.25643  -1.05188  -1.645
C  -6.21089  -2.87826  -3.05819  -2.137
C  -4.88296  -4.96455  -3.29958  -1.669
C  0.95423  -2.34787  1.09034  -0.634
O  -0.16958  -1.75465  1.69180  0.110
C  -0.77834  -2.56001  2.72600  -1.219
C  4.43834  -3.75885  -1.00404  1.998
C  4.10650  -4.67061  -2.18467  -2.130
C  5.31815  -4.54103  -0.01947  -1.650
C  5.21906  -2.54854  -1.53319  -1.646
C  1.89219  1.13221  1.50121  0.280
O  1.25587  0.40417  0.50461  -0.665
C  3.00682  3.45363  4.89281  2.072
C  2.31611  2.85385  6.12575  -1.526
C  2.58466  4.91895  4.78104  -2.090
C  4.52900  3.39624  5.07752  -1.677
H  -0.58748  3.01375  -3.31155  0.342
H  1.14046  3.30411  -3.00997  0.354
H  0.63704  2.07431  -4.19540  0.337
H  1.69862  2.69036  -0.70962  0.301
H  1.14171  4.13291  0.14348  0.553
H  2.02346  4.34121  2.44057  0.495
H  3.13049  0.78081  4.55741  0.504
H  3.48388  -1.27714  3.04649  0.828
H  1.80656  -1.32633  3.54797  0.228
H  4.29333  -2.10087  1.12992  0.500
H  1.76036  -4.35262  -1.47202  0.595
H  -0.37615  -4.70286  -0.93360  0.821
H  -1.08198  -4.15223  0.54753  0.251
H  -2.93524  -4.66579  -1.13751  0.565
H  -4.42201  -1.16237  -3.08828  0.570
H  -1.36682  0.42389  -3.35382  0.365
H  -3.09884  0.74548  -3.27904  0.582
H  -3.97599  1.85937  -1.16593  0.639
H  -1.13678  4.40579  0.77354  0.510
H  -5.37732  2.75397  0.48230  0.276
H  -5.95649  4.40385  0.28631  0.464
H  -5.34434  3.53373  -1.11374  0.365
H  -3.92387  3.65298  2.36405  0.121
H  -2.77153  4.95502  2.05980  0.299
H  -4.50133  5.29594  2.03205  0.500
H  -3.60768  5.37733  -1.58549  0.331
H  -4.43033  6.25173  -0.28730  0.492
H  -2.67875  6.04346  -0.24043  0.316
H  -5.89258  -3.42340  -0.36640  0.365
H  -6.68676  -4.75608  -1.21337  0.452
H  -5.06346  -4.96811  -0.56536  0.328
H  -6.45108  -2.00541  -2.44950  0.416
H  -5.88703  -2.53470  -4.04141  0.401
H  -7.12919  -3.44979  -3.19572  0.445
H  -4.17238  -5.65464  -2.84418  0.313
H  -5.80608  -5.51309  -3.49409  0.466
H  -4.46962  -4.64000  -4.25531  0.371
H  -0.02216  -3.22105  3.14539  0.313
H  -1.15684  -1.89488  3.49775  0.088
H  -1.59178  -3.15540  2.30580  0.392
H  3.59249  -5.57775  -1.86412  0.387
H  3.48377  -4.16486  -2.92337  0.413
H  5.03104  -4.97143  -2.67891  0.431
H  4.77198  -5.38664  0.40082  0.345
H  6.20330  -4.92408  -0.52965  0.473
H  5.65208  -3.91356  0.80628  0.315
H  4.62014  -1.98505  -2.24975  0.362
H  5.50481  -1.86986  -0.73070  0.331
H  6.13138  -2.87919  -2.03285  0.446
H  1.23173  2.85396  6.00587  0.317
H  2.62431  1.82637  6.31146  0.319
H  2.57039  3.44070  7.00985  0.455
H  1.51617  5.01378  4.58423  0.416
H  2.79722  5.42671  5.72248  0.455
H  3.12970  5.44415  3.99562  0.376
H  4.86947  2.36919  5.21263  0.317
H  5.04271  3.80967  4.20856  0.357
H  4.82782  3.96940  5.95743  0.461
S  -0.37662  0.08043  4.75370  -0.185
C  -1.58801  0.53116  3.71809  0.279
S  -1.23557  1.55263  2.29786  -0.290
S  -3.18383  0.04631  4.02030  0.003
S  -4.48204  0.84307  2.67706  -0.395
N  -2.50633  -0.58757  0.70593  -0.111
H  -3.14770  -0.01645  1.31754  -0.110
H  -2.36601  -1.46598  1.19987  0.125
H  -3.03404  -0.81704  -0.13497  -0.087

Forces on the atoms, in the same order (eV/Å):
-1.250 0.124 0.325
0.026 -0.007 0.051
-0.271 -0.059 -0.013
0.427 0.335 -0.133
0.214 0.071 -0.007
0.049 0.032 -0.039
-0.013 -0.010 0.087
0.117 -0.073 -0.052
-0.052 -0.025 -0.075
0.183 0.054 -0.056
0.149 0.126 -0.021
-0.035 -0.091 0.052
0.142 -0.053 -0.085
-0.069 -0.004 -0.089
0.047 0.062 0.119
-0.047 0.005 0.025
-0.017 0.067 0.036
0.036 -0.049 0.032
-0.027 -0.035 -0.070
-0.016 0.034 -0.093
0.062 -0.010 0.036
0.038 -0.028 -0.011
0.004 -0.013 -0.031
-0.047 0.071 -0.030
0.193 -0.362 0.255
0.005 0.226 -0.146
0.047 -0.077 -0.022
-0.050 -0.034 0.017
0.007 -0.021 -0.023
-0.021 0.006 0.055
-0.007 0.001 0.023
0.002 0.019 -0.025
0.238 -0.010 0.034
-0.296 0.049 -0.047
0.002 0.015 -0.014
-0.022 0.006 -0.008
-0.009 -0.013 0.004
-0.001 -0.012 0.001
-0.076 0.028 0.002
0.436 0.032 -0.225
-0.099 0.071 -0.031
-0.031 0.016 -0.021
0.033 -0.006 0.003
-0.023 -0.002 -0.010
-0.007 -0.012 -0.027
-0.330 -0.112 -0.112
0.618 -0.214 0.272
0.034 0.031 -0.004
-0.017 0.049 -0.017
0.015 0.006 0.043
-0.008 -0.017 0.046
-0.022 -0.016 -0.018
-0.028 0.014 0.007
0.031 -0.002 0.030
0.020 0.103 0.028
-0.025 -0.028 0.031
-0.033 0.025 0.013
0.003 -0.016 0.037
-0.038 0.006 0.109
-0.041 -0.012 -0.089
0.039 -0.007 0.030
-0.011 -0.033 -0.013
-0.025 0.023 0.007
0.032 -0.029 0.009
-0.016 -0.038 0.021
-0.034 0.027 -0.004
-0.050 0.014 -0.037
-0.002 -0.002 0.034
-0.046 -0.048 0.047
0.013 0.007 -0.014
0.010 -0.046 0.015
-0.011 0.017 0.006
-0.003 0.011 -0.042
0.005 -0.040 -0.013
0.003 0.032 0.011
-0.020 0.018 0.022
-0.014 -0.020 -0.031
-0.021 0.028 0.013
0.033 -0.004 0.005
-0.010 0.025 0.008
-0.020 -0.022 -0.008
0.026 -0.010 0.013
-0.009 0.019 0.027
0.023 0.005 -0.031
-0.024 -0.015 -0.004
0.020 -0.014 0.013
-0.032 -0.019 -0.001
0.007 0.017 -0.026
-0.019 -0.003 0.034
0.030 -0.129 -0.073
0.011 -0.052 0.000
-0.009 -0.026 0.018
-0.015 0.029 -0.020
0.017 -0.009 -0.013
-0.012 -0.024 0.001
0.034 -0.006 -0.014
0.006 0.024 0.028
-0.023 0.012 -0.015
0.012 0.018 0.035
0.019 -0.013 -0.016
-0.008 0.011 -0.014
0.024 -0.031 0.008
-0.005 0.014 0.036
-0.041 -0.002 0.012
0.013 0.023 0.015
0.017 -0.001 -0.041
0.011 -0.031 -0.002
0.005 0.014 -0.029
0.001 0.014 0.025
-0.144 0.252 0.080
0.268 -0.239 -0.207
0.187 0.286 -0.190
-0.223 0.004 0.106
0.108 0.016 -0.012
-0.238 -0.162 0.355
0.008 -0.105 -0.243
-0.075 0.002 -0.088
0.029 -0.044 0.036

Properties
DFT total energy (eV): -104577.6539
Gap between HOMO and LUMO (Ha): 0.22229
HOMO level (eV): -6.9
ΔE to the lowest compared entry with this formula, charge and spin (kJ/mol): 218.95
LUMO level (eV): -0.847



Which of these has the highest DFT total energy?
C36H54N2O9P



The lowest HOMO level belongs to which entry?
C47H61NO4S4W